(1)
The following is a quantum chemistry calculation of 4 unconnected molecules or ions with the total composition C2H12N2O3, from the OMol25 dataset.

ORCA input file:
```
! RIJCOSX wB97M-V def2-TZVPD def2/J DEFGRID3
* xyz 0 1
C -1.74 1.48 -0.25
N -2.06 0.90 -1.52
C -2.92 1.32 -2.36
N -3.38 2.62 -2.46
H -2.26 2.49 -0.19
H -0.66 1.49 -0.02
H -1.99 0.69 0.56
H -3.29 0.60 -3.13
H -2.89 3.34 -1.97
H -4.21 2.91 -2.95
O 2.56 -3.93 2.83
H 1.73 -3.48 3.06
H 2.78 -3.45 2.02
O 1.24 -2.99 4.69
H 1.39 -2.34 5.40
H 0.34 -2.72 4.45
O 4.58 1.38 -2.42
H 3.62 1.43 -2.53
H 4.80 1.95 -1.68
*
```

Computed properties:
SMILES: C/N=C\N.O.O.O
Energy relative to the best compared isomer or geometry (same formula, charge and spin): 45.18 kcal/mol
LUMO: 0.455 eV

(2)
The following is a quantum chemistry calculation of a molecular structure, C15H35BBr10F3GaNO7P2S, from the OMol25 dataset.

ORCA input file:
```
! RIJCOSX wB97M-V def2-TZVPD def2/J DEFGRID3
* xyz -1 1
N -2.77 0.36 -1.73
B -2.57 -0.98 -1.20
O -2.55 -2.11 -1.99
Ga -2.29 -1.16 0.89
C -2.33 -3.13 1.51
C -2.74 -3.18 2.98
C -3.01 -4.60 3.55
C -2.36 -5.74 2.78
O -3.14 -6.14 1.64
P -3.99 0.15 1.88
P -5.76 -0.82 1.10
O -6.07 -0.16 -0.15
O -5.56 -2.42 0.88
O -6.98 -0.72 2.15
S -0.14 -0.25 1.33
O -0.03 1.05 0.67
O 0.15 -0.13 2.75
C 1.23 -1.30 0.54
F 2.07 -1.78 1.41
F 1.92 -0.55 -0.30
F 0.67 -2.26 -0.15
H -3.34 0.39 -2.56
H -1.91 0.89 -1.83
H -2.34 -1.88 -2.91
H -3.02 -3.65 0.85
H -1.30 -3.47 1.36
H -1.97 -2.67 3.55
H -3.66 -2.60 3.13
H -4.09 -4.78 3.56
H -2.63 -4.65 4.57
H -2.36 -6.61 3.46
H -1.31 -5.56 2.53
H -3.24 -7.10 1.71
H -3.95 -0.10 3.28
H -4.76 -2.58 0.34
H -7.71 -1.27 1.83
Br 4.10 4.86 0.80
C 2.38 3.96 1.03
C 2.05 3.10 -0.16
Br 1.45 4.16 -1.67
H 1.64 4.73 1.21
H 2.49 3.35 1.92
H 1.22 2.43 0.08
H 2.89 2.51 -0.50
Br 5.66 4.15 5.11
C 6.59 4.13 3.40
C 8.06 3.85 3.57
Br 9.02 5.42 4.23
H 6.40 5.09 2.92
H 6.12 3.34 2.82
H 8.52 3.62 2.61
H 8.26 3.05 4.27
Br 8.66 4.37 -3.82
C 7.32 3.45 -2.74
C 6.60 4.41 -1.82
Br 7.70 4.90 -0.29
H 7.84 2.66 -2.20
H 6.63 3.02 -3.45
H 5.72 3.94 -1.40
H 6.31 5.33 -2.31
Br -2.69 6.33 -6.09
C -1.07 5.57 -5.30
C -0.86 4.14 -5.74
Br -2.05 2.93 -4.79
H -1.16 5.67 -4.23
H -0.26 6.20 -5.66
H 0.14 3.81 -5.49
H -1.03 3.99 -6.80
Br -2.61 -5.70 -3.36
C -3.09 -6.49 -1.64
C -4.59 -6.53 -1.45
Br -5.29 -4.77 -0.99
H -2.59 -5.91 -0.87
H -2.69 -7.50 -1.67
H -4.85 -7.16 -0.61
H -5.12 -6.86 -2.33
*
```

Computed properties:
LUMO: 1.786 eV

(3)
The following is a quantum chemistry calculation of a molecular structure, C3H4FNO, from the OMol25 dataset.

ORCA input file:
```
! RIJCOSX wB97M-V def2-TZVPD def2/J DEFGRID3
* xyz 0 1
C -0.44 1.18 -0.46
C -0.61 1.18 0.88
C -0.61 -0.26 -0.37
N 1.60 -1.12 -0.30
O -0.85 -0.20 1.00
F -1.22 -1.16 -1.11
H -0.22 1.87 -1.24
H -0.59 1.83 1.73
H 1.56 -1.35 0.69
H 1.39 -1.96 -0.82
*
```

Computed properties:
Energy relative to the best compared isomer or geometry (same formula, charge and spin): 119.03 kcal/mol
LUMO: -0.580 eV

(4)
The following is a quantum chemistry calculation of a single C2H3N5O molecule, from the OMol25 dataset.

ORCA input file:
```
! RIJCOSX wB97M-V def2-TZVPD def2/J DEFGRID3
* xyz 0 1
N -1.07 -1.76 -0.59
C -0.22 -0.68 -0.28
N 0.41 -0.95 0.91
N 1.09 0.07 1.34
N 1.21 1.08 0.56
C 0.33 1.43 -0.52
O 0.20 2.57 -0.78
N -0.35 0.37 -1.04
H -2.26 -1.56 -0.86
H -1.04 -2.50 0.26
H 1.70 1.92 0.98
*
```

Computed properties:
SMILES: Nc1nn[nH]c(=O)n1
Energy relative to the best compared isomer or geometry (same formula, charge and spin): 58.52 kcal/mol
LUMO: -0.639 eV

(5)
The following is a quantum chemistry calculation of 2 unconnected molecules or ions with the total composition C3H11NO2, from the OMol25 dataset.

ORCA input file:
```
! RIJCOSX wB97M-V def2-TZVPD def2/J DEFGRID3
* xyz 0 1
C -0.34 -0.69 2.10
C 1.14 -0.67 1.76
O 1.41 -0.15 0.46
H -0.42 -1.13 3.10
H -0.86 -1.34 1.40
H -0.81 0.30 2.10
H 1.68 -0.09 2.51
H 1.53 -1.68 1.81
H 0.81 0.60 0.32
N -0.80 -0.72 -1.73
C -1.24 0.60 -1.44
O -0.16 1.53 -1.14
H -0.05 -1.00 -1.11
H -0.48 -0.83 -2.68
H -1.83 0.61 -0.53
H -1.80 0.99 -2.30
H 0.34 1.63 -1.96
*
```

Computed properties:
SMILES: CCO.NCO
Energy relative to the best compared isomer or geometry (same formula, charge and spin): 8.48 kcal/mol
LUMO: 0.910 eV

(6)
The following is a quantum chemistry calculation of a single C8H9NO molecule, from the OMol25 dataset.

ORCA input file:
```
! RIJCOSX wB97M-V def2-TZVPD def2/J DEFGRID3
* xyz 0 1
C -0.51 -1.39 1.95
C -0.59 -1.10 0.51
N -1.36 -1.80 -0.33
O -1.87 -2.95 0.39
C -0.04 0.03 -0.10
C -0.72 1.26 -0.46
C 0.00 2.33 -1.07
C 1.28 2.25 -1.35
C 2.00 1.03 -1.06
C 1.39 -0.01 -0.54
H 0.03 -2.36 2.26
H -1.37 -1.38 2.40
H 0.05 -0.58 2.62
H -2.46 -3.32 -0.30
H -1.79 1.49 -0.12
H -0.49 3.32 -1.12
H 1.77 3.00 -1.86
H 2.97 1.07 -1.47
H 1.71 -0.88 -0.36
*
```

Computed properties:
SMILES: C/C(=N\O)c1ccccc1
Energy relative to the best compared isomer or geometry (same formula, charge and spin): 95.87 kcal/mol
LUMO: 0.895 eV